(1)
Entry from the OMol25 dataset: a 2-piece molecular cluster, C3H4ClN3 overall in a non-equilibrium geometry (ωB97M-V/def2-TZVPD).

XYZ file:
```
11
Properties=species:S:1:pos:R:3:forces:R:3
N 0.83375 -1.25937 -0.58953 -0.550 -0.836 0.252
N 1.66523 2.52584 0.30273 0.133 1.170 0.243
N 1.54599 1.47327 0.07996 0.092 -0.821 -0.193
C -1.10006 -0.25838 0.33107 -0.754 -0.534 2.626
H -1.72141 -0.22596 1.28008 0.365 -0.368 -1.524
C -1.34991 0.48907 -0.70667 1.691 0.333 -1.494
Cl 2.26296 -2.14079 -0.18344 0.199 0.143 -0.159
H -0.55429 0.65972 -1.44442 -0.478 -0.513 0.060
H -2.23439 0.98972 -0.89851 -1.657 1.069 0.112
C 0.11625 -1.04428 0.44573 0.701 1.161 -1.774
H 0.53588 -1.20885 1.38301 0.259 -0.805 1.851
```
Positions in Å, forces in eV/Å.

Output
- SMILES: C=C/C=N/Cl.N#N
- Kohn-Sham gap: 9.72 eV
- 2S+1: 1
- Molecular weight: 117.54 g/mol
- ΔE to the lowest compared entry with this formula, charge and spin: 1.531 eV
- Maximum force: 0.054 Eh/bohr
- HOMO energy: -9.7 eV
- Net charge: 0

=====

(2)
Entry from the OMol25 dataset: a 5-piece molecular cluster, C19H23Cl4N3 overall in a non-equilibrium geometry (ωB97M-V/def2-TZVPD).

XYZ file:
```
49
Properties=species:S:1:pos:R:3:forces:R:3
C -0.14723 0.35972 1.37180 -0.168 -0.052 -0.306
C 3.12967 1.07575 5.51291 0.108 -0.489 -0.045
H 1.94971 2.13399 -2.15216 0.007 -0.020 -0.024
H 1.15991 3.06050 -6.26333 0.035 0.015 0.021
H 4.16452 0.87422 5.78209 0.041 0.146 -0.025
H -2.29338 -3.23311 2.60387 -0.080 -0.140 -0.148
H -0.36828 2.78444 -1.65027 -0.283 -0.222 -0.133
H 1.97988 -3.04554 2.94974 -0.152 -0.107 0.219
H 2.94882 2.70411 6.90209 0.088 -0.126 0.033
C -0.01036 -3.77222 0.35042 0.042 -0.160 -0.208
C -0.19015 -3.14492 2.97353 0.044 -0.067 0.029
N -1.22193 -3.66043 0.88719 -0.367 0.005 -0.346
H -0.30841 -2.90343 4.02179 -0.056 0.059 -0.033
H 0.89106 0.56484 1.11604 -0.020 0.044 -0.053
H 3.24548 3.19702 5.22644 0.014 -0.005 0.018
H -2.91941 -1.79681 -1.37321 0.210 -0.102 -0.019
Cl -1.89691 -0.15523 3.40287 -0.194 -0.014 0.122
C -1.68388 -0.62255 -2.70758 -0.071 -0.307 0.251
C -1.57220 -0.18883 -4.01223 0.139 -0.060 -0.496
N -0.42001 3.29247 -4.97597 0.110 0.116 -0.363
C -0.27529 0.30358 2.86779 0.326 0.306 -0.095
H -2.46920 -0.23853 -5.95700 -0.017 -0.088 -0.028
Cl -1.15637 1.65672 0.64996 0.094 -0.004 0.155
Cl 0.98394 2.73022 5.64456 -0.097 0.029 -0.025
H 0.44735 -0.41247 3.25143 -0.141 -0.138 0.034
C -2.52696 -0.60317 -4.93684 0.131 0.194 0.132
C -1.30901 -3.36052 2.16836 0.394 0.287 0.646
C 1.28628 2.43832 -2.95251 -0.229 0.028 0.108
N -3.54189 -1.40481 -4.64270 -0.038 -0.072 -0.041
C -2.73453 -1.46972 -2.38927 -0.476 0.032 0.141
H -0.75932 0.43014 -4.37158 -0.011 0.086 0.235
C 1.06551 -3.24951 2.40339 0.242 0.080 -0.213
H -0.98583 -0.34855 -1.92628 0.093 0.193 -0.138
H 2.12128 -3.73178 0.57905 0.028 0.134 -0.027
C -0.04167 2.75646 -2.68019 0.872 0.453 0.250
H -0.47294 -0.55310 0.87825 0.086 -0.144 0.162
C -0.82832 3.21618 -3.71978 -0.511 -0.300 0.342
Cl 2.99357 0.76983 3.75088 0.112 0.013 0.069
H -4.47849 -2.48123 -3.18660 0.072 -0.026 0.185
C 2.73514 2.47628 5.86068 -0.112 0.352 -0.033
H 2.50424 0.33827 6.01050 -0.071 0.075 -0.004
C -3.63155 -1.83338 -3.38368 0.015 0.132 -0.198
C 0.84731 2.97399 -5.22817 -0.064 -0.057 0.001
C 1.74211 2.55449 -4.25243 0.046 0.086 -0.264
H 2.77318 2.37566 -4.52890 -0.020 -0.142 0.094
H 0.00075 -4.03542 -0.70287 0.116 0.022 0.027
H -0.02876 1.27550 3.29069 -0.136 -0.031 0.087
H -1.86169 3.48616 -3.52174 0.041 0.078 -0.094
C 1.16424 -3.58362 1.05897 -0.191 -0.092 -0.003
```
Positions in Å, forces in eV/Å.

Output
- SMILES: c1ccncc1.c1ccncc1.c1ccncc1.ClCCCl.ClCCCl
- Kohn-Sham gap: 9.59 eV
- 2S+1: 1
- Molecular weight: 435.23 g/mol
- ΔE to the lowest compared entry with this formula, charge and spin: 0.000 eV
- Maximum force: 0.020 Eh/bohr
- HOMO energy: -9.3 eV
- Net charge: 0

=====

(3)
Entry from the OMol25 dataset: a 6-piece molecular cluster, C29H68F3O11P overall (ωB97M-V/def2-TZVPD).

XYZ file:
```
112
Properties=species:S:1:pos:R:3:forces:R:3
H -9.83314 -6.33242 -7.45159 -0.002 0.024 0.016
H -1.77330 7.02888 0.40357 0.000 -0.005 -0.005
H 3.87535 0.78477 2.78006 -0.079 -0.111 -0.102
H -2.32803 -4.66612 -1.27182 -0.002 0.001 0.007
O 0.80032 10.78848 3.14694 -0.005 -0.021 0.069
C 1.97492 -5.83310 6.79752 -0.013 -0.009 0.000
H 0.63823 8.73329 2.89738 0.004 -0.027 -0.006
H 3.10098 -1.58522 1.14255 -0.008 0.028 0.048
C 0.01377 9.60592 3.09974 0.010 0.131 -0.039
H 2.88165 -1.78525 2.89128 0.028 0.088 -0.044
C 4.35110 0.64759 -0.13245 -0.015 0.118 0.236
C 0.75267 -3.91437 6.12810 -0.058 -0.055 0.045
C 2.65609 -4.76270 3.57184 0.013 0.016 -0.004
H 1.70771 6.29850 -0.20969 0.006 -0.001 -0.002
H 0.45188 -3.95448 -2.03761 0.017 0.011 -0.016
H -1.52558 -4.27126 -4.89722 0.001 -0.011 -0.007
H -9.07435 -6.34622 -5.83890 -0.007 0.002 0.001
H -5.40424 -6.26752 -6.45268 -0.002 -0.013 -0.021
C 1.41368 7.21900 0.29986 -0.006 0.015 0.026
C 2.16604 10.54539 3.41639 -0.002 0.016 -0.015
H -2.26926 -2.67625 -4.69682 -0.007 -0.007 -0.003
C -0.76578 9.39838 4.37824 -0.026 -0.076 0.053
H 2.98044 2.15011 -1.96924 -0.166 0.056 0.155
C 2.00673 1.69105 -2.16583 0.063 -0.160 -0.281
F 6.66950 -1.74904 -0.86968 -0.066 0.053 -0.067
C -2.00713 -3.60238 -4.17639 0.044 0.071 0.009
H -3.96114 -4.40727 -4.48395 -0.010 0.020 0.012
H 2.16696 7.46709 1.04674 -0.013 0.021 0.005
H 1.00245 -2.29931 4.75436 -0.006 -0.001 0.002
H 2.36901 -1.52765 -1.27139 -0.087 -0.011 0.058
H 1.22972 -0.30787 -0.68794 -0.052 -0.121 0.031
H -0.62481 10.52821 6.87710 -0.006 0.025 -0.015
C 5.10505 0.10023 1.10938 0.001 0.322 0.168
O -1.10567 -3.26826 -3.13422 -0.017 -0.036 0.046
C 0.92063 3.91772 1.22654 0.001 -0.068 0.005
H -2.60551 -6.42133 -1.29204 -0.020 -0.012 -0.010
H 3.71848 -4.99913 3.55141 0.006 0.024 -0.010
O 0.80397 -5.32893 6.18296 0.035 0.004 -0.052
C -0.05234 -4.19924 -2.97157 0.055 0.035 0.025
H 1.40795 -3.47697 6.88828 0.009 0.009 0.001
C 1.59954 -0.81657 -1.57952 0.142 0.158 -0.154
H 5.84612 0.85075 1.41229 0.004 -0.202 -0.109
H 2.29763 9.89634 4.28591 0.006 -0.004 0.001
H 2.87714 -5.38099 6.37849 0.006 -0.001 0.005
F 5.73285 -2.18947 -2.76857 0.028 0.045 0.032
H 1.95558 -5.65713 7.87844 0.020 0.021 -0.001
O 2.48621 -3.65956 4.44303 0.003 -0.055 0.040
H 0.46761 -3.81290 4.00274 -0.009 -0.015 0.002
P 5.02549 0.17181 -1.79959 0.303 -0.017 -0.005
H 4.48902 1.73666 -0.13307 -0.208 -0.139 0.000
C 2.17546 0.20947 -2.59021 -0.310 -0.075 -0.017
H -5.63281 -4.51121 -6.47822 -0.003 -0.005 -0.057
H -3.98902 -5.31004 -1.22224 0.004 0.029 0.008
H -1.88289 4.65630 -0.10951 -0.004 0.005 0.007
C 4.21025 -0.16004 2.33802 0.222 -0.124 -0.013
H -5.56520 -6.88874 -4.08179 0.005 -0.011 -0.016
H 1.85473 3.52293 0.82918 -0.017 -0.027 -0.016
C -3.27212 -4.24194 -3.64968 -0.104 -0.089 -0.056
H 1.05941 -0.75465 1.85906 -0.024 -0.037 -0.010
H 1.08050 10.05145 7.00762 -0.015 -0.018 0.011
H 0.57168 11.16753 5.72169 -0.002 0.007 0.005
H -6.68960 -5.50986 -8.42632 0.003 0.007 0.005
C 2.98936 -1.04411 2.09210 -0.026 0.047 -0.027
H 4.83941 -0.64699 3.09440 -0.077 0.143 -0.088
C -6.60061 -6.72465 -4.40008 0.040 0.005 0.028
H 3.27840 0.48122 -0.03818 0.032 -0.194 -0.081
H -0.68876 9.70897 2.26815 0.002 -0.027 -0.008
H -0.27432 -3.61018 6.35132 0.005 0.010 0.000
O 0.08284 9.15702 5.48892 0.040 0.028 -0.026
H -7.23742 -6.68304 -3.51797 0.010 0.019 0.009
H -1.40960 8.52168 4.25840 0.000 0.005 -0.008
H 0.44478 3.14108 1.83437 0.022 0.014 0.037
C -6.14917 -5.47006 -6.36206 0.072 0.078 0.119
H 1.58149 0.08246 -3.50510 0.178 0.032 0.084
H 1.55062 2.27187 -2.97456 0.056 -0.050 0.154
C -9.10357 -6.84160 -6.81242 0.007 -0.013 -0.003
C -0.84302 6.49664 0.18111 -0.014 0.084 0.048
H -6.91956 -7.55719 -5.03189 -0.006 -0.004 -0.002
C -1.03660 5.02607 0.47768 -0.009 -0.089 -0.059
H 2.10043 -5.63744 3.91739 -0.002 -0.002 -0.005
C -2.98534 -5.46031 -1.63479 -0.007 -0.013 -0.008
H -1.40625 10.26574 4.57033 -0.002 0.012 -0.005
O 0.10190 4.26154 0.12310 0.040 0.066 -0.017
O -3.02161 -5.50164 -3.04846 0.050 0.006 0.002
H -9.41772 -7.87500 -6.67687 0.000 -0.004 -0.026
C 5.51444 -1.62504 -1.55862 -0.062 -0.323 0.043
H -1.27493 4.88897 1.53749 -0.001 0.010 0.012
H -0.62052 6.63538 -0.88171 0.002 -0.010 -0.013
H 1.36789 1.79267 -1.28413 0.142 0.068 -0.086
H 0.77751 -1.38407 -2.03050 0.106 0.107 0.149
F 4.61947 -2.43794 -0.93359 0.037 0.163 0.002
H -7.92079 -4.79870 -7.37034 -0.003 0.011 0.007
H 2.66077 10.08723 2.55196 0.002 -0.025 0.014
H 1.36010 8.03383 -0.43033 0.000 -0.018 -0.024
O -7.82788 -6.86726 -7.42387 0.018 -0.006 0.048
H -0.41833 -5.22737 -2.91995 -0.028 0.008 -0.009
H 3.88747 0.47631 -3.87313 -0.037 -0.059 0.093
H 3.65982 -1.17082 -3.32242 0.074 0.154 0.064
H -3.76364 -3.56939 -2.93955 0.008 0.012 0.010
C 0.28152 10.29231 6.30823 0.007 -0.017 0.001
H 2.33266 -4.51088 2.55506 -0.022 -0.017 0.003
O 0.18063 7.06777 0.97869 0.017 -0.073 -0.021
H 5.67630 -0.80100 0.89907 -0.158 -0.049 -0.064
C 1.13179 -3.38667 4.76230 0.044 0.091 -0.054
O -6.73064 -5.48304 -5.07009 -0.050 -0.018 -0.024
H 2.63493 11.50767 3.61659 -0.005 0.007 -0.025
H 1.13716 4.78494 1.85498 -0.001 0.007 -0.002
O 1.82479 -0.20489 2.04834 0.116 0.022 -0.088
H 0.67015 -4.11757 -3.79120 -0.004 -0.031 -0.012
H 1.99786 -6.90645 6.61777 -0.022 -0.003 0.014
C -7.18531 -5.60543 -7.45555 -0.023 -0.044 -0.066
C 3.61849 -0.12507 -2.99734 -0.236 0.083 -0.067
```
Positions in Å, forces in eV/Å.

Output
- SMILES: CC(C)CP(CCCCO)C(F)(F)F.COCCOC.COCCOC.COCCOC.COCCOC.COCCOC
- Kohn-Sham gap: 9.36 eV
- 2S+1: 1
- Molecular weight: 680.82 g/mol
- ΔE to the lowest compared entry with this formula, charge and spin: 0.000 eV
- Maximum force: 0.007 Eh/bohr
- HOMO energy: -8.9 eV
- Net charge: 0